1.
A cluster of 3 separate species, CH3NO2S in total. Source: OMol25; level of theory: ωB97M-V/def2-TZVPD.

For the LUMO energy (alpha / beta), the calculation gives -0.07946 / -0.07791 Ha. The value obtained for the HOMO energy (alpha / beta) is -9.66 / -9.65 eV. The value obtained for the gap between HOMO and LUMO (alpha / beta) is 7.50 / 7.53 eV. The energy above the lowest of the compared OMol25 structures with the same formula, charge and spin is 269.3 kJ/mol.

CARTESIAN COORDINATES (ANGSTROEM)
C  1.529  0.156  -0.200
N  1.764  1.220  0.244
O  1.532  -0.881  -0.652
O  -1.727  -1.101  0.247
S  -2.174  1.367  -0.007
H  1.558  2.058  0.655
H  -1.837  -1.707  -0.471
H  -0.878  -0.757  0.033

***

2.
A cluster of 4 separate species, C58H40BrClFIN5O8S2 in total. Source: OMol25; level of theory: ωB97M-V/def2-TZVPD.

Its net charge is +1. For the LUMO energy, the calculation gives -0.21802 Ha. The value obtained for the HOMO energy is -10.64 eV. The value obtained for the gap between HOMO and LUMO is 4.71 eV. The energy above the lowest of the compared OMol25 structures with the same formula, charge and spin is 813.7 kJ/mol.

CARTESIAN COORDINATES (ANGSTROEM)
C  5.017  -5.075  3.653
C  3.483  -5.651  3.567
C  2.365  -4.521  3.094
Cl  1.930  -3.346  4.460
C  1.011  -5.353  2.558
N  0.856  -6.687  3.163
N  -0.193  -7.446  2.747
Br  -0.345  -9.168  3.563
C  -1.131  -6.913  1.716
C  -2.338  -7.983  1.266
C  -3.561  -8.045  2.406
C  -4.800  -7.086  1.923
S  -4.522  -5.385  2.744
C  -5.967  -4.358  2.134
S  -6.037  -3.523  0.647
N  -7.170  -4.241  3.085
C  -8.426  -3.513  2.644
C  -9.316  -3.646  4.019
N  -8.490  -4.425  5.027
C  -7.129  -4.841  4.496
C  -1.166  -5.469  0.966
I  -2.616  -4.734  -0.494
C  0.124  -4.522  1.469
C  0.412  -2.998  0.918
O  0.472  -2.021  1.849
N  0.615  -2.591  -0.525
C  0.277  -1.086  -0.537
O  1.235  -0.143  -0.420
F  -1.126  -0.568  -0.703
H  5.263  -4.477  4.640
H  5.310  -4.494  2.669
H  5.731  -6.031  3.679
H  3.498  -6.513  2.741
H  3.102  -6.163  4.566
H  2.840  -3.989  2.138
H  -2.866  -7.684  0.266
H  -1.905  -9.080  1.081
H  -3.957  -9.146  2.424
H  -3.207  -7.728  3.475
H  -5.875  -7.522  2.200
H  -4.841  -6.894  0.752
H  -8.713  -2.974  1.645
H  -10.403  -3.206  4.157
H  -6.283  -5.452  5.037
H  -0.146  -3.006  -1.143
C  6.461  3.189  9.353
C  7.444  2.498  8.645
C  7.105  1.787  7.493
C  5.775  1.757  7.054
C  4.789  2.427  7.776
C  5.134  3.155  8.922
C  3.376  2.361  7.350
O  2.509  2.952  7.982
C  3.022  1.565  6.158
C  1.679  1.446  5.777
C  1.337  0.706  4.643
C  2.332  0.092  3.883
C  3.670  0.204  4.264
C  4.014  0.934  5.409
C  5.429  1.017  5.824
O  6.304  0.473  5.160
H  6.727  3.751  10.246
H  8.476  2.515  8.988
H  7.878  1.254  6.942
H  4.372  3.692  9.483
H  0.896  1.925  6.362
H  0.293  0.611  4.351
H  2.066  -0.479  2.996
H  4.441  -0.282  3.669
C  -5.966  3.634  -5.669
C  -5.614  4.936  -6.026
C  -4.540  5.566  -5.397
C  -3.821  4.897  -4.399
C  -4.189  3.605  -4.025
C  -5.256  2.967  -4.670
C  -3.470  2.908  -2.939
O  -3.789  1.772  -2.612
C  -2.366  3.603  -2.246
C  -1.714  2.977  -1.176
C  -0.661  3.622  -0.525
C  -0.250  4.887  -0.945
C  -0.902  5.516  -2.007
C  -1.969  4.876  -2.652
C  -2.675  5.565  -3.751
O  -2.318  6.678  -4.118
H  -6.798  3.139  -6.166
H  -6.176  5.460  -6.796
H  -4.267  6.580  -5.684
H  -5.540  1.953  -4.393
H  -2.026  1.988  -0.844
H  -0.159  3.136  0.309
H  0.575  5.387  -0.442
H  -0.580  6.506  -2.326
C  -1.687  3.546  -6.796
C  -1.480  2.258  -7.290
C  -0.199  1.854  -7.671
C  0.876  2.745  -7.569
C  0.665  4.040  -7.098
C  -0.618  4.438  -6.699
C  1.783  5.003  -7.032
O  1.598  6.140  -6.615
C  3.123  4.580  -7.485
C  4.179  5.501  -7.483
C  5.453  5.105  -7.897
C  5.677  3.790  -8.304
C  4.626  2.873  -8.312
C  3.344  3.271  -7.911
C  2.231  2.303  -7.958
O  2.426  1.148  -8.320
H  -2.683  3.858  -6.490
H  -2.315  1.567  -7.377
H  -0.044  0.846  -8.052
H  -0.788  5.443  -6.317
H  4.013  6.528  -7.163
H  6.270  5.823  -7.899
H  6.671  3.480  -8.619
H  4.807  1.849  -8.636

***

3.
A cluster of 10 separate species, C31H78O15 in total. Source: OMol25; level of theory: ωB97M-V/def2-TZVPD.

For the LUMO energy, the calculation gives 0.01957 Ha. The value obtained for the HOMO energy is -9.19 eV. The value obtained for the gap between HOMO and LUMO is 9.72 eV. The energy above the lowest of the compared OMol25 structures with the same formula, charge and spin is 116.3 kJ/mol.

CARTESIAN COORDINATES (ANGSTROEM)
C  -1.728  5.700  1.792
C  -1.211  4.327  1.586
C  -0.299  4.150  2.779
O  -0.953  4.867  3.781
C  -2.103  5.608  3.306
H  -2.546  6.090  1.187
H  -0.891  6.397  1.721
H  -0.520  4.310  0.740
H  -1.889  3.479  1.483
H  0.709  4.487  2.531
H  -0.231  3.067  2.910
H  -2.154  6.559  3.833
H  -3.007  5.012  3.441
C  1.934  2.077  -3.524
C  3.355  2.525  -3.352
C  3.315  4.056  -3.603
O  1.913  4.408  -3.566
C  1.197  3.309  -2.985
H  1.695  1.215  -2.901
H  1.797  1.828  -4.576
H  4.051  2.015  -4.019
H  3.714  2.321  -2.342
H  3.702  4.364  -4.574
H  3.885  4.536  -2.806
H  0.166  3.302  -3.339
H  1.159  3.358  -1.895
C  -3.062  1.216  2.979
O  -3.313  0.083  3.837
H  -2.016  1.335  2.698
H  -3.641  1.120  2.060
H  -3.325  2.133  3.510
H  -4.258  -0.055  3.736
C  0.085  -1.444  4.496
O  -0.491  -0.562  3.518
H  0.157  -0.992  5.488
H  -0.686  -2.203  4.641
H  1.084  -1.788  4.236
H  -1.404  -0.344  3.727
C  -0.488  0.801  0.296
O  0.378  0.116  -0.568
H  -0.082  0.951  1.295
H  -0.760  1.757  -0.162
H  -1.469  0.330  0.396
H  -0.095  -0.287  -1.307
C  -4.637  -1.211  -4.753
O  -3.611  -0.837  -3.862
C  -2.665  0.083  -4.407
C  -1.680  0.465  -3.302
O  -1.089  -0.682  -2.669
C  -0.136  -1.300  -3.534
H  -5.227  -0.332  -5.028
H  -5.359  -1.846  -4.242
H  -4.212  -1.650  -5.657
H  -3.159  1.011  -4.702
H  -2.099  -0.297  -5.260
H  -2.239  0.993  -2.528
H  -0.930  1.203  -3.593
H  0.414  -0.581  -4.142
H  -0.663  -2.010  -4.173
H  0.527  -1.878  -2.891
C  5.191  -0.244  5.467
O  4.611  0.076  4.214
C  3.315  0.630  4.384
C  2.604  0.926  3.057
O  3.242  1.931  2.289
C  2.870  2.074  0.947
H  5.300  0.552  6.208
H  6.156  -0.740  5.383
H  4.510  -0.942  5.962
H  3.542  1.581  4.871
H  2.670  0.011  5.010
H  1.560  1.216  3.192
H  2.625  0.018  2.448
H  3.256  3.022  0.576
H  1.788  2.229  0.879
H  3.054  1.222  0.290
C  3.675  -6.559  -3.656
O  3.717  -5.194  -4.054
C  4.815  -4.445  -3.570
C  4.679  -2.919  -3.707
O  3.473  -2.429  -3.048
C  3.528  -1.053  -2.756
H  2.967  -7.092  -4.288
H  3.423  -6.584  -2.594
H  4.621  -7.100  -3.737
H  5.754  -4.701  -4.068
H  4.976  -4.702  -2.520
H  4.607  -2.672  -4.767
H  5.605  -2.518  -3.292
H  2.593  -0.813  -2.247
H  3.576  -0.390  -3.621
H  4.331  -0.947  -2.023
C  -6.177  4.023  0.403
O  -6.376  2.672  0.041
C  -6.578  1.804  1.156
C  -6.614  0.375  0.648
O  -5.331  -0.233  0.494
C  -4.650  0.217  -0.653
H  -5.326  4.246  1.050
H  -7.055  4.460  0.884
H  -6.069  4.634  -0.494
H  -7.546  1.982  1.629
H  -5.723  1.975  1.813
H  -7.175  0.405  -0.289
H  -7.178  -0.204  1.380
H  -3.666  -0.251  -0.674
H  -4.501  1.298  -0.643
H  -5.141  -0.048  -1.592
C  0.838  -7.359  2.880
O  1.134  -6.018  2.590
C  0.356  -5.489  1.529
C  0.725  -4.044  1.290
O  2.103  -3.873  0.919
C  2.325  -2.458  0.666
H  1.054  -8.051  2.063
H  -0.203  -7.418  3.203
H  1.489  -7.713  3.679
H  -0.713  -5.559  1.739
H  0.622  -6.007  0.604
H  0.527  -3.515  2.227
H  0.041  -3.570  0.584
H  1.642  -2.079  -0.093
H  3.366  -2.361  0.359
H  2.259  -1.953  1.631

***

4.
A cluster of 9 separate species, C41H96N10O9 in total. Source: OMol25; level of theory: ωB97M-V/def2-TZVPD.

For the LUMO energy, the calculation gives 0.01310 Ha. The value obtained for the HOMO energy is -8.59 eV. The value obtained for the gap between HOMO and LUMO is 8.94 eV.

CARTESIAN COORDINATES (ANGSTROEM)
C  -4.490  -22.005  -2.091
O  -5.602  -21.339  -1.571
H  -4.138  -21.685  -3.044
H  -3.682  -22.083  -1.396
H  -4.751  -23.093  -2.244
H  -5.234  -21.088  -0.685
C  -7.585  -20.115  -4.498
O  -7.640  -20.181  -3.043
H  -7.191  -19.200  -4.748
H  -7.170  -20.959  -4.991
H  -8.676  -19.979  -4.788
H  -6.773  -20.442  -2.690
C  -5.855  -24.085  -4.839
C  -6.785  -25.256  -5.199
C  -6.076  -26.119  -6.301
C  -6.711  -27.461  -6.489
C  -6.553  -28.132  -5.105
C  -7.449  -27.443  -4.072
N  -6.960  -26.084  -3.966
O  -7.749  -25.341  -3.012
C  -8.960  -27.630  -4.508
C  -7.322  -28.235  -2.740
C  -8.116  -24.733  -5.779
H  -6.314  -23.362  -4.111
H  -5.437  -23.525  -5.684
H  -5.036  -24.560  -4.337
H  -6.073  -25.470  -7.187
H  -5.035  -26.258  -5.963
H  -6.305  -28.132  -7.254
H  -7.788  -27.320  -6.706
H  -5.545  -27.979  -4.761
H  -6.795  -29.205  -5.193
H  -9.160  -27.490  -5.550
H  -9.329  -28.585  -4.203
H  -9.583  -26.914  -4.002
H  -6.373  -28.084  -2.132
H  -8.109  -27.985  -2.008
H  -7.303  -29.258  -3.007
H  -8.749  -24.291  -4.986
H  -8.709  -25.423  -6.385
H  -7.912  -23.911  -6.451
H  -6.985  -25.022  -2.506
C  -1.978  -23.134  -6.806
C  -2.077  -21.687  -7.431
C  -1.061  -21.383  -8.503
C  -1.257  -22.289  -9.719
C  -2.583  -21.943  -10.340
C  -3.738  -22.035  -9.372
N  -3.364  -21.433  -8.040
O  -4.364  -21.793  -7.113
C  -4.891  -21.236  -9.916
C  -4.071  -23.468  -9.206
C  -1.916  -20.705  -6.320
H  -0.934  -23.323  -6.480
H  -2.162  -23.967  -7.479
H  -2.610  -23.183  -5.929
H  -1.178  -20.342  -8.828
H  -0.044  -21.444  -8.133
H  -1.170  -23.338  -9.452
H  -0.453  -22.153  -10.445
H  -2.746  -22.580  -11.217
H  -2.505  -20.918  -10.731
H  -4.968  -21.524  -10.961
H  -5.891  -21.471  -9.475
H  -4.723  -20.140  -9.929
H  -4.619  -23.660  -8.364
H  -4.484  -23.948  -10.095
H  -3.104  -23.957  -9.115
H  -1.935  -19.679  -6.651
H  -0.913  -20.974  -5.888
H  -2.664  -20.857  -5.573
H  -4.687  -20.998  -6.686
C  1.368  -26.122  -2.482
C  0.824  -24.703  -2.256
C  -0.618  -24.588  -2.635
C  -1.600  -25.197  -1.565
C  -1.375  -24.564  -0.196
C  0.102  -24.600  0.296
N  0.934  -24.190  -0.868
O  2.321  -24.074  -0.486
C  0.301  -23.451  1.353
C  0.430  -25.939  0.885
C  1.632  -23.755  -3.172
H  1.528  -26.247  -3.566
H  0.695  -26.896  -2.091
H  2.348  -26.158  -1.984
H  -0.735  -23.487  -2.733
H  -0.744  -25.016  -3.617
H  -1.434  -26.259  -1.399
H  -2.629  -25.153  -1.928
H  -1.917  -25.071  0.661
H  -1.671  -23.545  -0.344
H  -0.257  -23.845  2.276
H  1.323  -23.314  1.685
H  -0.149  -22.504  1.047
H  1.540  -25.971  1.038
H  -0.097  -26.078  1.851
H  0.145  -26.729  0.227
H  1.570  -22.789  -2.747
H  1.246  -23.878  -4.214
H  2.706  -23.973  -3.076
H  2.520  -23.086  -0.523
C  0.045  -19.613  0.826
C  -0.226  -18.966  -0.544
C  -0.338  -20.161  -1.501
C  -0.996  -19.910  -2.860
C  -2.390  -19.125  -2.577
C  -2.324  -17.886  -1.660
N  -1.649  -18.377  -0.467
O  -1.730  -17.432  0.630
C  -1.720  -16.690  -2.350
C  -3.814  -17.604  -1.399
C  0.854  -18.024  -0.835
H  -0.819  -20.148  1.144
H  0.302  -18.933  1.642
H  0.827  -20.402  0.567
H  0.640  -20.663  -1.586
H  -1.063  -20.815  -1.065
H  -1.257  -20.907  -3.248
H  -0.428  -19.374  -3.651
H  -3.049  -19.838  -2.100
H  -2.890  -18.871  -3.504
H  -2.549  -16.260  -2.904
H  -1.428  -15.950  -1.685
H  -0.923  -16.970  -2.997
H  -3.998  -16.643  -0.844
H  -4.293  -17.515  -2.325
H  -4.223  -18.385  -0.781
H  1.782  -18.635  -0.950
H  0.945  -17.264  -0.086
H  0.713  -17.546  -1.811
H  -1.202  -16.638  0.363
C  -7.932  -24.159  0.224
O  -7.219  -24.213  1.224
N  -9.061  -24.982  0.034
N  -7.638  -23.429  -0.927
H  -9.262  -25.656  0.789
H  -9.353  -25.254  -0.948
H  -6.974  -22.722  -0.863
H  -8.360  -23.322  -1.639
C  -3.677  -18.519  3.913
O  -3.437  -17.500  4.568
N  -2.965  -18.921  2.869
N  -4.720  -19.406  4.207
H  -3.466  -19.423  2.139
H  -2.409  -18.187  2.412
H  -5.395  -19.151  4.922
H  -5.022  -20.001  3.444
C  -3.675  -21.899  1.560
O  -4.332  -20.941  1.120
N  -4.190  -23.162  1.302
N  -2.470  -21.889  2.175
H  -5.250  -23.277  1.303
H  -3.659  -23.934  1.623
H  -2.328  -22.763  2.735
H  -2.216  -21.082  2.671

***

5.
A structure of composition C2H3OZn. Source: OMol25; level of theory: ωB97M-V/def2-TZVPD.

Its net charge is +1. For the LUMO energy, the calculation gives -0.18467 Ha. The value obtained for the HOMO energy is -15.33 eV. The value obtained for the gap between HOMO and LUMO is 10.30 eV. The energy above the lowest of the compared OMol25 structures with the same formula, charge and spin is 0.0 kJ/mol.

CARTESIAN COORDINATES (ANGSTROEM)
O  0.769  -0.415  -0.100
C  -0.410  -0.383  -0.139
C  -1.694  -0.357  -0.318
H  -2.304  -1.143  0.133
H  -2.151  0.512  -0.794
H  3.414  1.485  0.784
Zn  2.376  0.301  0.434

***

6.
A structure of composition C3H3N3O3. Source: OMol25; level of theory: ωB97M-V/def2-TZVPD.

For the LUMO energy, the calculation gives -0.03227 Ha. The value obtained for the HOMO energy is -9.37 eV. The value obtained for the gap between HOMO and LUMO is 8.49 eV. The energy above the lowest of the compared OMol25 structures with the same formula, charge and spin is 956.6 kJ/mol.

CARTESIAN COORDINATES (ANGSTROEM)
C  -0.305  1.760  -0.988
C  0.362  -0.223  0.027
C  0.506  -2.105  1.745
H  -1.214  3.789  -1.364
H  -1.100  0.421  -2.762
H  0.677  -1.974  3.302
N  -0.162  2.972  -1.130
N  -1.162  0.722  -1.237
N  -0.540  -0.500  -0.801
O  0.863  -0.900  1.131
O  -0.030  -2.966  1.130
O  0.580  1.219  0.026

***

no.,total energy (a.u.)
1,-643.2116
2,-7337.1777
3,-2356.1676
4,-2844.3713
5,-1932.2159
6,-505.8082